# C4H8N4

C4H8N4 in the gas phase at a distorted geometry (the ωB97M-V functional and the def2-TZVPD basis, OMol25).

Atoms and positions in Å:
C 0.0106 0.4750 0.0858
C -0.1944 1.1454 -1.9379
C 0.8478 0.2694 1.2035
C 0.9027 -1.2174 1.3348
N 1.5058 1.1127 1.9017
N -1.1872 0.9650 0.0084
N -1.4654 1.1758 -1.3778
N -0.1338 0.4688 -3.0798
H 0.2513 -1.6286 1.9844
H 1.8801 -1.3052 1.7504
H 0.9391 -1.7623 0.3215
H 2.1712 0.6964 2.5584
H -1.8606 1.3195 0.6837
H -2.3621 0.7795 -1.7566
H 0.7466 0.5379 -3.6587
H -0.9552 -0.0742 -3.4166

- HOMO: -6.691 eV
- Total energy: -376.01473 Eh
- Energy above the lowest of the compared OMol25 structures with the same formula, charge and spin: 146.7 kcal/mol
- Frontier orbital gap: 0.2786 hartree
- LUMO energy: 0.9 eV

Which charges does Mulliken predict for the atoms? In e, they are: -0.0205 -0.1889 0.6374 -1.1681 -0.7562 -0.1460 -0.2157 -0.3463 0.3340 0.3977 0.2561 0.2269 0.2726 0.2655 0.2580 0.1935

---

# C4H8N4

2 unconnected molecules or ions with the total composition C4H8N4 at a distorted geometry (the ωB97M-V functional and the def2-TZVPD basis, OMol25).

Atoms and positions in Å:
C -1.3226 -0.7890 1.3063
C -1.8130 -0.1763 0.1020
C -2.8178 0.6252 -0.6084
C 3.2314 -0.4600 -0.3894
N 0.7694 1.8685 -0.1052
N 1.4086 0.9519 -0.0469
N -0.9044 -1.0823 -0.0608
N 2.0578 0.0103 0.1901
H -0.4969 -0.2850 1.8104
H -1.7856 -1.4779 1.9022
H -2.4385 0.7683 -1.6821
H -2.8719 1.6422 -0.0884
H -3.7715 0.2082 -0.6257
H 4.0409 -0.6103 0.3632
H 3.0332 -1.4534 -0.9351
H 3.6808 0.2595 -1.1325

- Multiplicity: 3
- <S²>: 2.018
- HOMO (alpha / beta): -4.957 / -9.751 eV
- Total energy: -375.90298 Eh
- Energy above the lowest of the compared OMol25 structures with the same formula, charge and spin: 118.7 kcal/mol
- Frontier orbital gap (alpha / beta): 0.2267 / 0.2750 hartree
- LUMO energy (alpha / beta): 1.2 / -2.3 eV

Which charges does Mulliken predict for the atoms? In e, they are: -0.2711 0.4479 -0.9737 -0.6712 -0.7068 0.7778 -0.5097 -0.2870 0.1497 0.2794 0.2421 0.2499 0.3809 0.2748 0.2621 0.3549

---

# C4H8N4O

C4H8N4O in the gas phase at a distorted geometry (the ωB97M-V functional and the def2-TZVPD basis, OMol25).

Atoms and positions in Å:
C -0.0183 -0.6834 -0.2336
C -3.3669 0.1282 -0.1688
C 3.3628 0.1864 -0.1936
C -2.2772 -0.9149 0.2169
N 1.2594 -0.4937 -0.1290
N -0.9787 -0.3153 0.5020
N 1.9247 0.4767 -0.4605
N -2.7897 1.3040 0.0877
O -4.4668 -0.2094 -0.5259
H -0.0326 -1.4873 -1.1255
H 3.8600 0.5950 -0.9799
H 3.5690 0.8522 0.6171
H 3.5968 -0.8358 0.0769
H -2.3357 -1.7975 -0.4337
H -2.4648 -1.5050 1.2214
H -2.0266 1.2925 0.7294
H -3.4749 2.0482 0.0560

- HOMO: -9.232 eV
- Total energy: -451.37766 Eh
- Energy above the lowest of the compared OMol25 structures with the same formula, charge and spin: 88.2 kcal/mol
- Frontier orbital gap: 0.3504 hartree
- LUMO energy: 0.3 eV

Which charges does Mulliken predict for the atoms? In e, they are: 0.1257 0.3675 -0.6194 -0.3472 0.0581 -0.6025 -0.2940 -0.3156 -0.5976 0.1894 0.2666 0.2767 0.3558 0.3849 0.2128 0.2991 0.2396

---

Question: The highest energy above the lowest of the compared OMol25 structures with the same formula, charge and spin belongs to which entry?
Answer: number 1